[1]
Formula: C5H14NO
Source: the OMol25 dataset
Level of theory: ωB97M-V with the def2-TZVPD basis set

```
21
Properties=species:S:1:pos:R:3:forces:R:3
O -0.42865 3.13583 -0.81155 -0.16 -0.22 -0.43
N -0.39297 0.54229 0.41584 -0.27 1.00 -0.80
C -1.39329 -1.66348 0.89738 0.23 0.50 -0.11
C -0.76948 -0.79319 -0.18419 0.28 -1.07 0.92
C 1.69970 -0.35938 -0.31828 -1.09 0.27 -0.93
C 1.06613 0.56440 0.71288 0.30 -0.53 -0.19
C 0.57501 -1.36324 -0.71176 0.01 0.36 0.83
H -2.33102 -1.25955 1.25249 -0.44 -0.05 -0.12
H -0.87525 0.89765 1.24345 -0.46 -0.72 0.00
H 0.44875 -1.46386 -1.77916 0.50 -0.27 -0.26
H 0.02040 3.07014 -1.66556 0.10 0.15 0.10
H -0.74415 -1.69737 1.75738 0.45 -0.13 0.36
H 1.41034 1.59316 0.66208 0.06 -0.01 0.28
H -1.46384 -0.66616 -1.01244 -0.04 0.45 0.16
H -1.18488 3.70722 -1.00770 0.07 -0.02 0.21
H 1.17695 0.12157 1.69806 0.12 0.29 0.21
H -1.50461 -2.67313 0.53942 -0.27 -0.30 -0.13
H 2.59300 -0.81447 0.09102 0.10 -0.11 -0.23
H 0.80764 -2.32004 -0.25206 -0.36 -0.20 -0.16
H 1.90326 0.17753 -1.24555 0.57 0.24 0.28
H -0.61303 1.26405 -0.28174 0.30 0.36 0.01
```
Forces are in eV/Å.

The spin multiplicity is 1. The value obtained for the HOMO energy is -0.57705 hartree. The calculation puts the LUMO energy at -3.05 eV. For the energy, the calculation gives -8943.7547 eV. As for the total charge: +1. The orbital gap is 12.65 eV. The strongest force on any atom is 1.46 eV Å⁻¹. As for the energy above the lowest of the compared OMol25 structures with the same formula, charge and spin: 24.44 kJ/mol.

Atomic partial charges in e from the Löwdin method, atoms 1 to 6: -0.04, 0.07, -0.03, -0.28, -0.12, -0.11


[2]
Formula: C23H45Cl3CrN2O3PSi
Source: the OMol25 dataset
Level of theory: ωB97M-V with the def2-TZVPD basis set

```
79
Properties=species:S:1:pos:R:3:forces:R:3
Cr 0.33344 2.68078 3.33801 0.71 0.42 1.20
Cl 0.45514 0.75713 2.50303 -0.96 -1.15 -2.03
Cl -1.30894 2.74732 4.78753 -0.56 -0.20 0.31
Cl 1.87889 4.19971 3.07373 0.69 0.71 -0.25
P 1.84606 1.35366 4.70344 -1.56 0.82 -1.94
Si -1.09630 2.90629 -0.97575 2.03 0.10 3.15
O 3.02978 1.03940 -0.84550 -0.41 -1.37 -0.71
O 2.16546 -1.61865 1.54779 -0.34 -0.25 -0.02
O -1.06254 1.30411 -1.26950 -0.53 -1.58 -0.69
N 2.15457 -0.00181 -2.70727 0.79 -0.11 0.26
N 0.74395 -3.35754 1.97897 -0.05 -0.22 -0.03
C -3.48954 1.16302 -3.48308 -0.17 0.30 -0.41
C 2.78597 0.01673 -1.48473 0.37 1.03 -0.19
C -0.15691 -3.02220 -1.35141 -0.51 -0.35 0.47
C -2.43500 0.19299 -3.00771 -0.40 0.32 -0.47
C -2.04872 0.27637 -1.54786 0.97 0.23 0.66
C 0.72220 3.39366 -1.00066 0.35 0.81 -1.01
C -2.06138 -0.77272 -3.84956 0.15 -0.05 0.50
C 1.10898 -0.21805 5.16714 -0.08 -0.47 0.53
C -2.38896 -3.30419 -0.49111 -0.60 -0.08 0.37
C 1.06667 -2.06006 1.85400 -0.30 0.28 -0.04
C -1.19214 -3.86342 -0.91911 0.34 0.29 -0.18
C -2.67254 -0.98292 -5.19133 0.12 -0.15 -0.45
C 2.25734 -1.16101 -3.57658 -0.22 0.08 0.16
C 3.35223 0.97103 3.78478 0.45 0.07 0.35
C -1.18412 3.50210 0.87774 -0.56 -0.30 0.28
C 1.69817 -4.34845 1.57421 0.13 -0.37 0.08
C 1.82102 1.24674 -3.38115 -0.26 -0.11 0.40
C -2.56837 3.71494 -1.68328 -0.01 0.75 -0.06
C -0.35243 -1.64602 -1.39081 0.61 0.18 -0.47
C -2.59573 -1.92813 -0.54596 0.83 0.13 -0.79
C -0.53167 -3.80012 2.51589 0.20 0.16 -0.23
C -1.59686 -1.10790 -1.10338 -0.64 0.07 0.70
C 2.07114 2.31806 6.16598 0.75 -0.30 0.62
H 1.30423 -1.25255 -4.11166 0.23 -0.21 -0.02
H -3.76430 -1.06135 -5.12335 0.19 0.06 -0.11
H 1.85634 1.08347 -4.46550 0.10 0.15 0.28
H 1.39850 2.58225 -0.67609 -0.58 0.06 -0.25
H -1.42825 4.56746 0.75159 -0.04 -0.10 0.26
H 0.92878 4.22867 -0.30620 -0.36 -0.26 -0.33
H -1.95536 3.04807 1.50371 -0.13 0.11 0.09
H 1.38460 -0.46670 6.18524 0.14 -0.12 0.31
H -4.46363 0.85727 -3.06472 0.13 0.17 -0.25
H 2.64733 -3.83685 1.42048 0.00 -0.20 -0.03
H -3.44241 3.12499 -1.38732 0.06 0.20 -0.13
H -3.19007 -3.95217 -0.11593 0.33 0.23 -0.13
H -2.62916 4.69500 -1.19990 -0.17 -0.04 -0.21
H -3.53084 -1.44802 -0.27668 -0.07 -0.34 0.08
H -1.33602 -1.53174 -3.57484 -0.12 0.16 0.27
H 0.18880 -1.42337 2.05809 0.31 -0.12 0.00
H 3.07599 -1.03089 -4.30200 -0.21 -0.16 0.14
H 3.09104 -1.00154 -1.16007 -0.17 0.35 0.12
H 1.38387 -4.84859 0.65037 0.03 0.06 0.04
H 2.77981 3.11164 5.92930 -0.07 0.07 0.24
H 0.79815 1.53294 -3.09212 0.35 0.13 -0.19
H 2.46041 1.62673 6.91315 0.13 0.43 0.49
H -1.12005 -4.30935 1.73853 0.11 0.08 0.32
H 1.05250 3.74170 -1.98063 0.35 -0.09 -0.11
H -0.33163 -4.48628 3.34946 -0.23 0.12 -0.11
H -1.06069 -4.94473 -0.90253 0.00 0.23 -0.02
H -1.08988 -2.92626 2.87628 0.09 -0.28 -0.09
H 0.46276 -0.99499 -1.73754 -0.65 -0.28 0.18
H -2.41693 -0.18072 -5.89044 -0.13 -0.08 -0.05
H 1.43190 -1.02761 4.51441 0.12 0.16 -0.09
H 0.78222 -3.46560 -1.66475 0.03 0.13 0.07
H 3.86501 1.92210 3.56353 -0.08 -0.47 0.07
H 2.41987 -2.06756 -2.98451 0.03 0.15 -0.13
H -3.32815 2.21085 -3.20134 0.02 -0.71 0.02
H -0.21573 3.52347 1.44593 -0.57 -0.19 -0.96
H -2.28621 -1.91681 -5.59965 -0.13 0.04 -0.17
H 0.02525 -0.16728 5.11914 -0.07 0.18 -0.01
H -2.94605 0.49659 -0.95295 -0.03 0.12 -0.22
H 2.53836 2.00579 -3.05578 -0.24 0.06 -0.19
H 3.11250 0.43725 2.84342 -0.02 0.31 0.59
H -3.54126 1.16691 -4.58770 -0.21 -0.08 0.63
H 3.96291 0.32422 4.43486 0.10 0.23 -0.34
H 1.09968 2.72844 6.45311 0.20 -0.08 0.02
H -2.51298 3.84155 -2.75736 -0.23 0.15 -0.15
H 1.78992 -5.10730 2.35449 0.15 -0.03 -0.02
```
Forces are in eV/Å.

The spin multiplicity is 4. The value obtained for the HOMO energy (spin up / spin down) is -0.30447 / -0.31561 hartree. The calculation puts the LUMO energy (spin up / spin down) at -0.05 / 0.55 eV. For the energy, the calculation gives -116862.5518 eV. The orbital gap (spin up / spin down) is 8.24 / 9.14 eV. The strongest force on any atom is 3.75 eV Å⁻¹.

Atomic partial charges in e from the Löwdin method, atoms 1 to 6: -0.34, 0.29, -0.01, 0.03, 0.62, 0.44


[3]
Formula: C11H18N5O8P2SSr
Source: the OMol25 dataset
Level of theory: ωB97M-V with the def2-TZVPD basis set

```
46
Properties=species:S:1:pos:R:3:forces:R:3
Sr -0.29868 -0.41263 -0.41318 -0.22 0.53 1.58
S -2.38350 1.60756 -1.12124 0.04 0.22 0.32
P -1.29212 -1.68031 -3.45288 0.42 0.24 0.29
P 1.61765 -0.47467 -2.67063 -0.17 -0.01 -0.21
O -2.21630 -0.48817 -3.97020 -0.09 0.11 -0.15
O -0.89852 -1.88668 1.25701 -0.24 -0.52 0.61
O 2.91888 -0.08915 -3.55442 0.19 -0.13 -0.08
O -2.34790 -0.99134 2.70956 0.01 0.02 0.01
O -1.47136 -2.87290 -4.33530 -0.02 -0.06 -0.04
O -1.33063 -1.76836 -1.96244 -0.48 -0.57 -1.11
O 1.06987 0.76189 -2.03985 0.35 0.11 -0.73
O 1.89156 -1.66677 -1.80820 0.13 0.01 -0.12
N -3.20787 3.66178 0.31266 0.10 -0.02 0.04
N -1.50800 2.59945 1.33430 0.23 -0.35 -0.12
N 1.54363 -0.28416 1.60957 -0.07 0.14 -0.08
N 1.06858 -2.50762 -4.28826 0.01 0.04 -0.21
N -0.59216 1.57698 1.33358 -0.10 0.47 0.06
C -1.69334 -3.24713 3.04262 -0.06 -0.14 0.05
C 1.65519 0.34125 3.90718 0.09 -0.09 0.02
C 2.58087 -0.65839 4.14676 -0.03 0.06 0.06
C 2.97727 -1.47543 3.10068 0.01 -0.03 -0.06
C 0.42596 -0.31644 -5.24371 -0.01 0.03 0.03
C -1.65542 -1.91931 2.28398 0.12 0.00 0.07
C 2.42664 -1.24494 1.84892 -0.02 0.04 -0.03
C 0.47002 -1.14537 -3.96802 0.04 -0.10 -0.08
C 0.12164 1.53633 2.38802 0.18 -0.20 0.09
C -2.29407 2.62765 0.28779 -0.26 -0.10 -0.39
C 1.14296 0.49431 2.62035 -0.21 0.25 0.00
H 3.68876 -2.27732 3.24196 0.01 0.01 0.01
H 0.23718 -3.08493 -4.57220 -0.04 0.02 -0.02
H 3.04626 0.86530 -3.53089 -0.01 0.06 0.01
H -2.45678 0.13900 -3.27056 0.05 -0.02 0.09
H 1.30983 0.98862 4.70200 -0.01 0.00 0.00
H 1.48549 -2.87078 -3.42115 0.01 0.06 0.11
H 1.77778 -2.43231 -5.01354 0.03 -0.08 0.04
H -3.37649 4.03758 1.23304 -0.02 0.01 -0.01
H -1.79308 -3.06405 4.11243 0.01 0.02 -0.01
H -0.27674 -0.73008 -5.96904 0.00 -0.03 0.01
H 2.98140 -0.80112 5.14309 0.01 -0.01 -0.01
H -4.01065 3.51794 -0.27452 -0.01 0.01 0.01
H 2.69548 -1.85155 0.99051 0.02 -0.02 0.02
H -0.81638 -3.86164 2.84100 0.02 0.05 -0.03
H -2.57757 -3.80407 2.72289 0.00 0.02 -0.02
H 0.08750 0.68848 -4.99491 0.00 0.00 -0.01
H -0.04825 2.26444 3.18111 0.00 -0.05 0.03
H 1.42043 -0.24132 -5.69320 -0.02 0.01 0.00
```
Forces are in eV/Å.

The spin multiplicity is 1. The value obtained for the HOMO energy is -0.16842 hartree. The calculation puts the LUMO energy at 2.36 eV. For the energy, the calculation gives -65790.7886 eV. As for the total charge: -1. The orbital gap is 6.94 eV. The strongest force on any atom is 1.68 eV Å⁻¹.

Atomic partial charges in e from the Löwdin method, atoms 1 to 6: 1.34, 0.48, 0.31, 0.23, -0.13, -0.27


[4]
Formula: C2H3Cl3S
Source: the OMol25 dataset
Level of theory: ωB97M-V with the def2-TZVPD basis set

```
9
Properties=species:S:1:pos:R:3:forces:R:3
Cl 0.79449 1.65548 -0.11076 -0.50 0.14 0.86
Cl -2.43494 1.16096 1.03471 1.60 1.13 -1.33
Cl 1.73533 0.28781 -2.26897 0.58 -0.65 -1.50
S -0.23536 -1.34152 1.33564 0.74 0.09 -0.95
C 0.90425 0.08554 -0.82386 0.11 -0.44 0.64
C 0.56086 -1.07340 -0.26626 -0.45 -1.53 0.70
H 0.75836 -2.10909 -0.72544 -0.12 2.12 0.29
H -1.21776 1.48901 0.36947 -2.31 -0.42 1.20
H -0.86523 -0.15479 1.45547 0.37 -0.44 0.09
```
Forces are in eV/Å.

The spin multiplicity is 1. The value obtained for the HOMO energy is -0.33079 hartree. The calculation puts the LUMO energy at 0.56 eV. For the energy, the calculation gives -50523.8843 eV. The orbital gap is 9.57 eV. The strongest force on any atom is 2.64 eV Å⁻¹. As for the energy above the lowest of the compared OMol25 structures with the same formula, charge and spin: 125.28 kJ/mol.

Atomic partial charges in e from the Löwdin method, atoms 1 to 6: 0.65, 0.24, 0.65, 0.70, -1.26, -0.56


[5]
Formula: C18H30N12O2Pd
Source: the OMol25 dataset
Level of theory: ωB97M-V with the def2-TZVPD basis set

```
63
Properties=species:S:1:pos:R:3:forces:R:3
Pd -1.18952 -1.28510 -0.85645 2.83 -1.99 -1.57
O -2.23732 0.78880 -0.17885 0.08 0.92 -0.22
O 5.02478 0.06240 -0.20495 0.23 -0.13 -0.16
N -3.13792 -2.04370 -1.22915 -0.06 0.57 0.35
N 3.72908 0.43360 1.60505 0.04 -0.21 -0.05
N -1.11442 -2.68760 3.36595 -0.01 -0.30 0.68
N 0.92418 -1.77550 -1.03835 -1.29 1.17 0.82
N 0.78228 1.47120 -3.53515 -0.02 0.11 -0.04
N -1.20582 -1.45240 2.96365 0.07 -1.08 -1.30
N -1.37392 -0.41730 3.80145 0.15 1.09 0.75
N -0.46042 2.99060 -2.22845 0.03 -0.32 -0.17
N -5.56592 -1.78410 -1.34525 -0.20 0.00 -0.01
N -0.73872 0.80130 -1.88345 -0.41 -1.39 0.35
N -1.03462 -1.31240 1.67535 0.03 0.78 0.85
N -0.83472 -2.52740 1.20375 -0.36 0.52 -0.65
C -0.87982 -3.35530 2.24635 -0.08 0.02 -0.01
C -1.55552 1.40500 -0.99125 -0.57 0.46 0.60
C -0.10792 1.75590 -2.59605 -0.01 0.05 0.06
C 4.73518 1.33930 2.15375 0.38 0.35 -0.25
C 1.58288 1.37600 2.37705 0.13 -0.28 0.10
C 4.01658 -0.16720 0.43275 -0.19 0.07 0.12
C 2.72428 -3.31520 -1.19525 -0.10 0.26 0.03
C 4.79438 2.69040 1.44655 0.01 -0.21 0.11
C -6.32502 -1.50270 -0.14145 -0.35 0.13 0.56
C 1.72328 -0.90820 -0.41445 0.54 0.35 0.26
C -1.42572 2.90770 -1.15625 -0.24 0.07 0.30
C 0.06228 4.24210 -2.72315 0.36 0.27 -0.13
C -6.32422 -2.12960 -2.53245 -0.36 -0.04 -0.68
C 1.40048 -2.96010 -1.40865 -0.29 -0.58 -0.31
C 3.56528 -2.41500 -0.56365 -0.21 0.23 0.06
C 3.05478 -1.18840 -0.13645 -0.22 -0.04 -0.33
C 2.54898 0.19020 2.40305 -0.37 0.12 0.11
C -4.29042 -1.89560 -1.29645 0.49 -0.11 0.00
H 2.05168 -0.71480 2.04955 0.07 0.04 0.12
H -1.63612 -0.71810 4.73345 -0.03 -0.14 -0.22
H 4.51828 1.47240 3.21415 0.01 -0.09 -0.03
H 5.09098 2.55800 0.40985 0.01 0.01 -0.06
H -1.94362 0.32740 3.41595 -0.05 -0.29 -0.08
H 1.27918 0.04340 -0.13965 0.07 -0.15 0.00
H 4.60988 -2.63770 -0.40565 0.09 -0.03 0.02
H 2.01898 2.22680 2.89135 0.01 0.16 0.03
H 3.09168 -4.27510 -1.52185 -0.08 -0.08 -0.07
H -5.65812 -2.41320 -3.34505 -0.01 0.02 0.08
H 1.36028 1.67750 1.35535 -0.04 0.04 -0.14
H -0.64762 5.03550 -2.49835 -0.01 -0.06 -0.05
H 0.20028 4.21260 -3.80395 -0.06 -0.01 0.00
H -6.95102 -2.36140 0.11025 0.07 0.03 0.01
H 3.83878 3.20780 1.48405 -0.10 0.08 0.03
H -0.74112 -4.41560 2.20845 0.00 -0.21 -0.03
H -6.99152 -2.96420 -2.30735 0.09 0.02 0.00
H -5.65192 -1.28540 0.68545 -0.03 -0.02 -0.05
H 1.01528 4.48660 -2.24825 -0.03 0.02 -0.02
H -1.06192 3.37420 -0.23535 0.00 -0.07 -0.04
H 0.89088 0.51570 -3.83185 0.05 0.03 0.03
H -6.93002 -1.27750 -2.84895 0.08 -0.04 0.05
H 5.71318 0.86160 2.04485 -0.13 -0.02 0.15
H -2.37272 3.38410 -1.42445 0.02 -0.11 0.01
H 1.24208 2.19590 -4.06015 0.01 -0.04 -0.03
H 2.86318 0.01540 3.43615 -0.04 -0.13 -0.08
H -6.96982 -0.63900 -0.31205 0.06 -0.03 -0.01
H 0.70518 -3.63820 -1.89355 0.05 0.06 0.08
H 5.54198 3.30530 1.94045 0.04 0.13 0.00
H 0.65698 1.10820 2.87805 -0.11 0.03 0.10
```
Forces are in eV/Å.

The spin multiplicity is 1. The value obtained for the HOMO energy (spin up / spin down) is -0.51043 / -0.51043 hartree. The calculation puts the LUMO energy (spin up / spin down) at -8.20 / -8.21 eV. For the energy, the calculation gives -44592.2349 eV. As for the total charge: +2. The orbital gap (spin up / spin down) is 5.69 / 5.68 eV. The strongest force on any atom is 3.79 eV Å⁻¹.

Atomic partial charges in e from the Löwdin method, atoms 1 to 6: 0.97, -0.03, 0.10, 0.08, -0.06, 0.15


[6]
Formula: C5H10
Source: the OMol25 dataset
Level of theory: ωB97M-V with the def2-TZVPD basis set

```
15
Properties=species:S:1:pos:R:3:forces:R:3
C 1.85707 0.69869 -0.27987 -0.04 0.18 -0.06
C -0.27047 -1.67393 0.10987 -0.04 -0.07 -0.04
C -1.74906 0.34462 0.18774 0.01 -0.14 0.09
C 0.98518 1.64553 -0.60187 0.19 -0.07 0.03
C -1.08002 -0.62232 0.80597 -0.16 0.12 -0.05
H 0.72764 1.86456 -1.63551 0.10 -0.03 0.12
H 0.46602 2.22311 0.15828 0.12 -0.08 -0.11
H 2.35927 0.09722 -1.03335 -0.05 0.12 0.08
H 0.69287 -1.84722 0.60494 -0.17 0.07 -0.06
H -1.11828 -0.68877 1.89363 -0.05 0.03 -0.14
H 2.08374 0.46806 0.75877 -0.01 0.06 -0.16
H -0.82281 -2.61933 0.13007 0.13 -0.01 -0.01
H -1.71581 0.44623 -0.89604 -0.01 -0.03 0.17
H -2.33907 1.07616 0.73236 0.07 -0.12 -0.04
H -0.07628 -1.41260 -0.93499 -0.08 -0.02 0.17
```
Forces are in eV/Å.

The spin multiplicity is 1. The value obtained for the HOMO energy is -0.34220 hartree. The calculation puts the LUMO energy at 1.26 eV. For the energy, the calculation gives -5345.4031 eV. The orbital gap is 10.57 eV. The strongest force on any atom is 0.20 eV Å⁻¹. As for the energy above the lowest of the compared OMol25 structures with the same formula, charge and spin: 179.74 kJ/mol.

Atomic partial charges in e from the Löwdin method, atoms 1 to 6: -0.10, -0.13, -0.04, -0.10, -0.26, 0.05